No. 1
Formula: C18H34BN2O10
Source: the OMol25 dataset
Level of theory: ωB97M-V with the def2-TZVPD basis set

CARTESIAN COORDINATES (ANGSTROEM)
O (0.2297, 0.5932, 4.3054)
O (0.2175, -1.0093, -6.6850)
O (0.2400, -1.7208, -8.8246)
O (-1.9175, -3.5633, 1.6670)
O (2.1593, -1.4602, -7.6675)
O (-2.0450, -2.2670, -0.1191)
O (1.7414, 0.1791, -1.4607)
O (-1.1163, 2.1005, 5.2088)
O (-2.1182, -1.3442, 1.9277)
O (0.2975, 2.7114, 3.5669)
N (2.7886, 2.3083, -0.8211)
N (-1.5750, 1.3675, 1.1635)
C (2.4765, -0.7690, -6.4563)
C (0.8131, -1.4278, -7.8321)
C (-1.6496, -3.5684, -0.6055)
C (0.8990, 0.1775, -4.6792)
C (-0.9415, 2.1306, -1.0188)
C (-2.0628, 2.2577, 0.0311)
C (-0.3158, -0.0275, 5.4884)
C (0.2733, 1.7704, -0.1582)
C (-0.1500, 1.8867, 4.3100)
C (2.4143, 3.7236, -0.9019)
C (-2.0563, -4.4749, 0.5419)
C (-1.9357, 0.9571, 7.2063)
C (-1.2069, -5.7048, 0.7277)
C (3.5484, 2.0265, 0.4238)
C (-0.3653, 0.6496, 0.6353)
C (-2.0331, -2.3139, 1.2266)
C (-1.5430, 0.8235, 5.7583)
C (1.2061, -0.9399, -5.6434)
B (1.6520, 1.4123, -0.8462)
H (2.9421, 1.5667, 1.2140)
H (0.4031, 2.6111, 0.5334)
H (1.8028, 3.8997, -1.7837)
H (-0.8731, 3.0441, -1.5995)
H (2.6678, 0.2815, -6.6890)
H (0.1953, 0.1699, 1.4292)
H (-0.7680, -0.1083, -0.0289)
H (-0.5336, -1.0718, 5.2892)
H (-3.1145, -4.7323, 0.4742)
H (0.0878, -0.0981, -4.0060)
H (-2.2609, 0.7234, 1.5631)
H (0.4218, 0.0543, 6.2882)
H (-1.2136, 1.5792, 7.7341)
H (-1.6607, -6.3932, 1.4371)
H (-2.3859, 0.4831, 5.1521)
H (-1.1745, 1.2943, -1.6758)
H (0.5938, 1.0681, -5.2292)
H (-1.9661, -0.0262, 7.6753)
H (-0.2220, -5.4295, 1.1043)
H (1.7747, 0.4105, -4.0744)
H (-2.1537, -3.7797, -1.5428)
H (1.8939, 4.0933, -0.0121)
H (2.3496, -0.4139, -1.0189)
H (-3.0478, 1.9449, -0.2896)
H (3.9396, 2.9542, 0.8292)
H (-1.0905, -6.2229, -0.2240)
H (3.3148, 4.3235, -1.0163)
H (-1.2290, 1.9279, 1.9427)
H (-2.9170, 1.4153, 7.3092)
H (3.3585, -1.2094, -6.0003)
H (-2.0774, 3.2705, 0.4187)
H (1.2063, -1.9071, -5.1326)
H (4.3797, 1.3561, 0.2181)
H (-0.5685, -3.5638, -0.7580)

Output
HOMO level: -11.5400 eV
LUMO: -0.084 hartree
Spin multiplicity: 1
Total energy: -43345.86240 eV
Net charge: +1

***

No. 2
Formula: C6H10Cl14
Source: the OMol25 dataset
Level of theory: ωB97M-V with the def2-TZVPD basis set

CARTESIAN COORDINATES (ANGSTROEM)
Cl (-2.1305, 0.2768, 1.8976)
Cl (3.1058, -3.1589, 0.4058)
Cl (-0.1575, 3.3409, -1.4671)
Cl (2.6073, 2.3296, -1.3876)
Cl (3.5672, -2.4488, -2.4151)
Cl (-0.1182, 0.4842, -4.3806)
Cl (0.3803, 1.0012, -0.5682)
Cl (-2.9788, -3.7864, 2.2492)
Cl (-2.2008, 0.5056, -2.3271)
Cl (1.8722, 4.6972, 0.1056)
Cl (1.4433, 0.4263, 1.9627)
Cl (0.8059, -1.7334, 0.1099)
Cl (-1.3540, -1.3137, 2.5783)
Cl (-0.8361, 2.7208, 1.3020)
C (-2.2903, 2.0148, 1.9741)
C (2.3396, -2.7760, -1.2365)
C (-0.4308, 0.5852, -2.5633)
C (1.3355, 3.2145, -0.5719)
C (-1.4237, -2.9075, 1.8313)
C (0.3070, -0.0995, 0.7674)
H (-3.1679, 2.3680, 1.4328)
H (1.7321, -3.6319, -1.5305)
H (1.0035, 2.6117, 0.2733)
H (-2.4291, 2.3385, 3.0057)
H (-0.6866, -0.2494, 1.1897)
H (-0.4928, -3.3956, 2.1200)
H (-1.3348, -2.7759, 0.7529)
H (-0.1488, 1.5927, -2.2573)
H (1.6302, -1.9531, -1.1493)
H (0.0508, -0.2778, -2.1035)

Output
HOMO level: -9.3138 eV
LUMO: 0.007 hartree
Spin multiplicity: 1
Total energy: -181683.78780 eV

***

No. 3
Formula: C16H19BN6SeZn
Source: the OMol25 dataset
Level of theory: ωB97M-V with the def2-TZVPD basis set

CARTESIAN COORDINATES (ANGSTROEM)
Se (1.0284, -0.0423, 1.8912)
Zn (-0.5205, -0.3520, -0.3817)
N (-1.2660, -0.2757, -2.2420)
N (1.6734, -0.3011, -2.6561)
N (0.1044, 1.6972, -0.9992)
N (-0.6012, 0.2305, -3.3650)
N (0.6362, 1.9761, -2.2452)
N (1.2986, -0.8735, -1.4504)
C (0.8588, 3.2995, -2.3651)
C (-2.4716, -0.6994, -2.6582)
C (0.5223, -1.1736, 4.4222)
C (-2.5752, -0.4715, -4.0435)
C (2.7781, -0.9150, -3.1261)
C (3.1774, -1.8678, -2.1973)
C (0.5171, 3.9072, -1.1645)
C (-1.8692, -2.5378, 1.3660)
C (2.2477, -1.7699, -1.1489)
C (0.0364, -0.2973, 3.4133)
C (-1.3825, 0.1059, -4.4479)
C (-0.2128, -1.3839, 5.5806)
C (-1.4418, -0.7441, 5.7720)
C (-1.9154, 0.1438, 4.8011)
C (-1.1853, 0.3846, 3.6405)
C (0.0995, 2.8563, -0.3265)
B (0.8403, 0.8471, -3.2715)
H (4.0202, -2.5308, -2.2499)
H (-0.9347, -3.1118, 1.2721)
H (0.5809, 4.9500, -0.9074)
H (0.1831, -2.0532, 6.3411)
H (-0.1654, 2.8528, 0.7190)
H (-2.6430, -2.9506, 0.6980)
H (-1.5334, 1.0978, 2.8913)
H (1.2513, 3.7245, -3.2773)
H (-2.8623, 0.6594, 4.9529)
H (1.4807, -1.6667, 4.2625)
H (-2.2335, -2.6054, 2.4111)
H (-1.6533, -1.4710, 1.0900)
H (1.2587, 1.2326, -4.3238)
H (2.2269, -2.2677, -0.1942)
H (-3.4028, -0.7227, -4.6817)
H (-1.0044, 0.4370, -5.4090)
H (-3.1481, -1.1382, -1.9363)
H (3.2183, -0.6305, -4.0725)
H (-2.0136, -0.9210, 6.6806)

Output
HOMO level: -7.1832 eV
LUMO: -0.008 hartree
Spin multiplicity: 1
Total energy: -140283.29584 eV

***

No. 4
Formula: C40H80O10
Source: the OMol25 dataset
Level of theory: ωB97M-V with the def2-TZVPD basis set

CARTESIAN COORDINATES (ANGSTROEM)
O (4.5098, 2.1727, -1.9756)
O (0.9598, 3.9987, 0.0114)
O (-0.0642, 0.3017, 5.6334)
O (4.8198, 1.5417, 3.3414)
O (3.5888, -4.1213, -0.4316)
O (0.8008, -3.7413, -4.2396)
O (-4.5082, 0.1137, 2.4224)
O (-0.4192, 2.0167, -4.7786)
O (0.0448, -1.0673, 1.3774)
O (-3.1162, -2.8133, -1.4026)
C (-2.5082, 1.6697, -3.9206)
C (-5.2652, -2.4803, -2.2056)
C (1.5218, -2.6033, -4.5096)
C (0.1978, 5.1527, -0.2316)
C (-4.3492, 2.5067, 2.4754)
C (-5.3622, 1.2847, 2.5234)
C (-0.9102, 0.4157, 4.5104)
C (4.6578, 0.9467, -1.2226)
C (-1.0492, 5.0977, 0.6984)
C (0.5138, -1.5453, -4.8666)
C (2.5658, -4.8193, -1.1616)
C (-5.2602, -2.2843, -0.5816)
C (2.9698, 1.9897, 4.7754)
C (1.1918, 4.1907, 1.4724)
C (4.6958, -4.9023, -0.3196)
C (4.2748, -6.3203, -0.1646)
C (4.0368, 3.1997, 4.6284)
C (0.7548, 0.1027, 1.0024)
C (-3.8462, -3.0883, -2.5916)
C (4.7328, 2.9447, 3.3824)
C (-3.1012, 1.8787, 1.6644)
C (-2.2562, -0.2813, 4.9244)
C (-1.6852, 1.6667, -5.2026)
C (-0.4122, -3.3333, -3.5936)
C (-0.0542, 0.6677, -0.2016)
C (-0.1502, -0.9793, 6.1194)
C (-0.2852, -1.7273, 0.1504)
C (-0.8352, -2.1033, -4.4116)
C (2.9238, -6.3523, -0.7506)
C (-2.0382, 2.8737, -3.3116)
C (-0.5252, 3.0287, -3.7096)
C (-1.6782, -1.1453, 6.1134)
C (3.4948, 0.9167, 3.7874)
C (-3.4342, 0.3477, 1.6504)
C (2.9638, 0.5817, -2.8126)
C (3.2168, 2.1047, -2.5506)
C (-3.9772, -2.9343, -0.2246)
C (4.0848, -0.1533, -2.2406)
C (-0.2142, 4.6747, 1.9124)
C (-0.5302, -0.5713, -0.8136)
H (4.1198, 3.2077, 2.6914)
H (-2.6132, -0.8423, 4.1654)
H (0.0788, 2.5497, -3.0446)
H (-1.8222, 5.9777, 0.7314)
H (5.2958, -4.7883, 0.5874)
H (-0.7572, 3.8297, 2.2964)
H (0.3658, -1.3473, -6.0306)
H (2.0758, 2.3197, 4.6524)
H (3.8318, -1.0783, -1.7246)
H (-5.2842, -1.4733, -2.6166)
H (-6.1102, -3.3413, -2.4836)
H (2.5878, 2.6447, -1.8496)
H (-6.1862, 1.0287, 1.8664)
H (-1.7982, 4.3707, 0.3324)
H (0.7148, 6.2127, -0.1126)
H (0.8868, 0.6897, 1.9754)
H (3.5558, -0.1483, 4.2644)
H (1.5178, 3.2507, 1.9504)
H (-2.6052, 0.7007, -3.4806)
H (-3.7432, -0.0753, 0.6664)
H (3.1688, 0.8047, 2.8124)
H (0.5668, -2.5173, 0.2464)
H (-3.4672, -2.5223, -3.2666)
H (-1.7172, 0.5357, -5.6136)
H (-3.4002, 1.8267, -4.2176)
H (-1.8662, -2.3273, 5.7544)
H (4.0228, 1.1237, -0.4196)
H (-1.2912, -3.8463, -3.7316)
H (-4.1752, -4.0473, -0.1306)
H (3.4088, 2.5987, -3.5846)
H (0.3948, -0.8593, 7.2344)
H (5.1448, -4.9403, -1.3616)
H (3.6648, 4.3877, 4.6184)
H (5.7028, 3.3917, 3.2374)
H (-0.5112, -0.0953, 3.6394)
H (4.2998, -6.6733, 0.8614)
H (-2.2072, -1.0023, 7.1504)
H (-3.5462, -2.6843, 0.7304)
H (2.9528, 1.5637, 5.5074)
H (-0.2632, -3.0253, -2.7356)
H (1.6658, -4.3903, -0.9196)
H (-3.0252, 2.3977, 0.6094)
H (-2.5992, -0.2663, 2.0724)
H (0.5558, 1.2587, -0.9146)
H (2.6788, 0.3507, -3.8806)
H (-1.3782, -2.4463, -5.2026)
H (-6.1052, -2.8303, -0.2056)
H (-2.7592, 0.5947, 5.3154)
H (-4.6982, 3.5847, 2.0924)
H (5.6778, 0.9717, -0.7946)
H (-2.4222, 3.6777, -3.7266)
H (0.5918, -1.6103, 5.6404)
H (-0.3142, 5.0787, -1.1876)
H (2.0518, 0.5497, -2.2076)
H (-1.3862, -1.4863, -3.8146)
H (2.4418, -2.7323, -5.1786)
H (-3.9892, -4.1643, -2.8976)
H (-2.0682, 2.9397, -2.0866)
H (-1.9162, 2.4527, -6.0936)
H (2.3528, -6.6833, -0.0216)
H (-1.2542, 1.3537, 4.0514)
H (2.5988, -7.0593, -1.6276)
H (-0.0512, 3.9317, -3.9866)
H (-1.2292, -2.3403, 0.2674)
H (3.0438, -4.6193, -2.1276)
H (-1.9672, 2.0527, 2.1974)
H (1.8818, -2.2903, -3.4616)
H (-5.2192, -1.1843, -0.5726)
H (1.7968, -0.1863, 0.8894)
H (-0.2852, -0.9973, -1.8666)
H (5.1378, -0.2323, -2.8336)
H (4.8938, -6.9093, -0.7766)
H (1.9348, 4.8707, 1.8234)
H (-0.2582, 5.3757, 2.6164)
H (0.6098, -0.5683, -4.4236)
H (-0.9932, 1.0447, -0.0006)
H (-1.5882, -0.6663, -0.9876)
H (4.8828, 3.0917, 5.3994)
H (-3.9912, 2.3217, 3.6044)
H (-5.9792, 1.3597, 3.4994)

Output
HOMO level: -9.0825 eV
LUMO: 0.017 hartree
Spin multiplicity: 1
Total energy: -63228.72351 eV
Structure (SMILES): C1CCOC1.C1CCOC1.C1CCOC1.C1CCOC1.C1CCOC1.C1CCOC1.C1CCOC1.C1CCOC1.C1CCOC1.C1CCOC1

***

No. 5
Formula: C3H6Br2O2
Source: the OMol25 dataset
Level of theory: ωB97M-V with the def2-TZVPD basis set

CARTESIAN COORDINATES (ANGSTROEM)
Br (-1.2146, -2.3091, -0.3784)
Br (-2.9206, 0.4629, -0.1825)
O (-0.5615, 0.0837, 1.5686)
O (-0.0864, 1.7166, 0.0641)
C (-1.2584, -0.3376, -0.5739)
C (1.3419, -0.2679, -0.1731)
C (-0.1023, 0.3159, 0.2667)
H (0.1832, -0.0905, 2.1698)
H (1.5630, 0.0764, -1.2825)
H (0.7707, 1.8971, -0.2922)
H (1.2323, -1.3070, -0.1127)
H (2.0010, 0.1466, 0.5856)
H (-0.9482, -0.3872, -1.6594)

Output
HOMO level: -10.0952 eV
LUMO: 0.021 hartree
Spin multiplicity: 1
Total energy: -147387.40733 eV
Structure (SMILES): CC(O)(O)C(Br)Br